Entry 1:
ORCA calculation (ωB97M-V/def2-TZVPD) on a gas-phase ion, C11H18N3S (charge +1) in a non-equilibrium geometry.

Summary:
ΔE to the lowest compared entry with this formula, charge and spin: 63.14 kcal/mol
net charge: +1
gap between HOMO and LUMO (alpha / beta): 7.2 / 7.2 eV
HOMO energy (alpha / beta): -10.53 / -10.53 eV
E_tot: -992.0432 Ha

Last columns: bonded neighbours and bond lengths (Å).
Geometry (Å):
1 S 1.47 3.09 -1.10  C5 1.678, C6 1.833
2 N 1.93 0.97 0.21  C5 1.290, C9 1.392, H26 0.962
3 N -0.59 -0.35 0.48  N4 1.499, C14 1.353
4 N -1.73 -1.32 0.42  N3 1.499, C7 1.462, C12 1.514, H22 1.053
5 C 0.99 1.74 -0.22  S1 1.678, N2 1.290, H16 1.104
6 C -0.07 3.47 -2.00  S1 1.833, C10 1.543, H27 1.128, H29 1.070
7 C -2.61 -1.09 1.57  N4 1.462, H19 1.075, H20 1.185, H25 1.096
8 C 1.69 -2.80 2.14  C11 1.393, C15 1.424, H21 1.061
9 C 1.84 -0.28 0.81  N2 1.392, C13 1.383, C14 1.430
10 C -0.24 2.94 -3.44  C6 1.543, H18 1.133, H23 1.052, H32 1.028
11 C 0.52 -2.20 1.68  C8 1.393, C14 1.492, H30 1.028
12 C -2.46 -1.04 -0.87  N4 1.514, H17 1.084, H24 1.085, H33 1.044
13 C 2.98 -0.88 1.31  C9 1.383, C15 1.350, H28 1.135
14 C 0.56 -0.91 0.94  N3 1.353, C9 1.430, C11 1.492
15 C 2.90 -2.09 1.91  C8 1.424, C13 1.350, H31 1.073
16 H 0.01 1.33 0.08  C5 1.104
17 H -2.89 -1.84 -1.46  C12 1.084
18 H -0.28 1.81 -3.34  C10 1.133
19 H -3.66 -1.26 1.41  C7 1.075
20 H -2.26 -1.85 2.41  C7 1.185
21 H 1.71 -3.75 2.61  C8 1.061
22 H -1.32 -2.28 0.44  N4 1.053
23 H 0.63 3.18 -3.98  C10 1.052
24 H -3.24 -0.30 -0.72  C12 1.085
25 H -2.35 -0.05 1.84  C7 1.096
26 H 2.86 1.19 0.08  N2 0.962
27 H -0.87 2.94 -1.41  C6 1.128
28 H 4.00 -0.40 1.24  C13 1.135
29 H -0.15 4.51 -1.76  C6 1.070
30 H -0.34 -2.74 1.86  C11 1.028
31 H 3.79 -2.47 2.39  C15 1.073
32 H -1.03 3.38 -3.93  C10 1.028
33 H -1.77 -0.68 -1.58  C12 1.044

Taken from the Löwdin analysis, the atomic charges in e are:
1. S 1.03
2. N 0.05
3. N 0.00
4. N -0.22
5. C -0.40
6. C -0.47
7. C -0.02
8. C -0.04
9. C -0.19
10. C -0.11
11. C -0.02
12. C 0.01
13. C -0.04
14. C -0.19
15. C -0.10
16. H 0.09
17. H 0.10
18. H 0.10
19. H 0.09
20. H 0.14
21. H 0.10
22. H 0.16
23. H 0.05
24. H 0.10
25. H 0.11
26. H 0.11
27. H 0.09
28. H 0.15
29. H 0.05
30. H 0.05
31. H 0.10
32. H 0.05
33. H 0.06

Entry 2:
ORCA calculation (ωB97M-V/def2-TZVPD) on C7H9ClF3NO3 in the gas phase in a non-equilibrium geometry.

Summary:
multiplicity: 3
net charge: 0
gap between HOMO and LUMO (alpha / beta): 6.5 / 8.9 eV
HOMO energy (alpha / beta): -6.04 / -10.31 eV
E_tot: -1312.2511 Ha

Last columns: bonded neighbours and bond lengths (Å).
Geometry (Å):
1 Cl 0.03 3.02 0.62  C13 1.741
2 F 2.77 -2.76 -0.75  C15 1.362
3 F 1.82 -2.18 -2.52  C15 1.326
4 F 3.90 -1.67 -2.21  C15 1.333
5 O 2.27 -0.52 -1.33  C14 1.420, C15 1.321
6 O -0.16 -0.80 -0.26  C10 1.259
7 O -1.51 0.97 -0.87  C10 1.375, C11 1.346
8 N 1.91 1.21 0.21  C13 1.357, C14 1.326, H18 1.032
9 C 4.20 0.29 0.24  C14 1.538, H16 1.157, H20 1.086, H22 1.061
10 C -0.34 0.44 -0.38  O6 1.259, O7 1.375, C13 1.458
11 C -2.47 0.06 -1.17  O7 1.346, C12 1.555, H19 1.093, H21 1.245
12 C -3.20 -0.54 0.06  C11 1.555, H17 1.063, H23 1.118, H24 1.202
13 C 0.57 1.43 0.17  Cl1 1.741, N8 1.357, C10 1.458
14 C 2.77 0.36 -0.33  O5 1.420, N8 1.326, C9 1.538
15 C 2.70 -1.73 -1.63  F2 1.362, F3 1.326, F4 1.333, O5 1.321
16 H 4.27 -0.61 0.97  C9 1.157
17 H -3.40 0.25 0.74  C12 1.063
18 H 2.41 1.97 0.70  N8 1.032
19 H -2.12 -0.67 -1.90  C11 1.093
20 H 4.50 1.30 0.52  C9 1.086
21 H -3.29 0.78 -1.76  C11 1.245
22 H 4.90 0.00 -0.50  C9 1.061
23 H -2.59 -1.37 0.50  C12 1.118
24 H -4.27 -0.99 -0.24  C12 1.202

Taken from the Löwdin analysis, the atomic charges in e are:
1. Cl 0.74
2. F 0.15
3. F 0.17
4. F 0.17
5. O 0.13
6. O 0.07
7. O -0.07
8. N 0.04
9. C 0.00
10. C -0.44
11. C -0.31
12. C -0.07
13. C -0.53
14. C -0.26
15. C -0.72
16. H 0.12
17. H 0.05
18. H 0.14
19. H 0.12
20. H 0.08
21. H 0.17
22. H 0.05
23. H 0.07
24. H 0.12

Entry 3:
ORCA calculation (ωB97M-V/def2-TZVPD) on 2 unconnected molecules or ions with the total composition C3H9NO2 in a non-equilibrium geometry.

Summary:
ΔE to the lowest compared entry with this formula, charge and spin: 54.88 kcal/mol
net charge: 0
gap between HOMO and LUMO: 10.2 eV
HOMO energy: -9.50 eV
E_tot: -324.8852 Ha
SMILES string: CC(=O)O.CN

Last columns: bonded neighbours and bond lengths (Å).
Geometry (Å):
1 O -0.41 0.95 1.46  C6 1.195
2 O -2.11 1.08 0.08  C6 1.393, H13 1.003
3 N 2.06 -1.44 -0.65  C5 1.442, H7 1.013, H8 1.006
4 C -0.93 -0.85 -0.27  C6 1.515, H10 1.101, H14 1.109, H15 1.081
5 C 1.96 0.00 -0.70  N3 1.442, H9 1.101, H11 1.168, H12 1.077
6 C -0.98 0.42 0.56  O1 1.195, O2 1.393, C4 1.515
7 H 1.20 -1.81 -1.04  N3 1.013
8 H 2.71 -1.68 -1.38  N3 1.006
9 H 2.59 0.56 -1.40  C5 1.101
10 H -1.85 -1.34 -0.64  C4 1.101
11 H 2.41 0.37 0.31  C5 1.168
12 H 1.12 0.62 -0.44  C5 1.077
13 H -2.16 2.07 0.24  O2 1.003
14 H -0.45 -0.70 -1.26  C4 1.109
15 H -0.30 -1.58 0.21  C4 1.081

Taken from the Löwdin analysis, the atomic charges in e are:
1. O 0.11
2. O 0.02
3. N -0.04
4. C -0.02
5. C -0.23
6. C -0.53
7. H 0.02
8. H 0.06
9. H 0.07
10. H 0.10
11. H 0.10
12. H 0.03
13. H 0.14
14. H 0.09
15. H 0.08

Entry 4:
ORCA calculation (ωB97M-V/def2-TZVPD) on 2 unconnected molecules or ions with the total composition C3H2O in a non-equilibrium geometry.

Summary:
ΔE to the lowest compared entry with this formula, charge and spin: 118.79 kcal/mol
net charge: 0
gap between HOMO and LUMO: 9.5 eV
HOMO energy: -10.90 eV
E_tot: -190.4732 Ha

Last columns: bonded neighbours and bond lengths (Å).
Geometry (Å):
1 O -0.06 0.20 0.16  H5 1.025, H6 0.955
2 C -2.62 -0.68 0.33  C3 1.302, C4 1.258
3 C -1.84 -0.72 -0.71  C2 1.302
4 C -3.71 -0.19 0.72  C2 1.258
5 H -0.25 0.99 0.78  O1 1.025
6 H -0.20 -0.57 0.72  O1 0.955

Taken from the Löwdin analysis, the atomic charges in e are:
1. O -0.10
2. C -0.37
3. C 0.19
4. C 0.14
5. H 0.13
6. H 0.02